Molecular formula: C35H51Br2F8O27PSi2
Method: DFT, ωB97M-V with the def2-TZVPD basis set

Values from the calculation:
net charge: 0
maximum force: 8.56 eV/Å
calculated total energy: -279267.639 eV

```
126
C35H51Br2F8O27PSi2 | the OMol25 dataset | ωB97M-V with the def2-TZVPD basis set
C 0.67392 4.85374 1.49517
C 0.51898 3.74185 0.30685
C -0.93191 3.00306 0.19828
F -1.72615 3.01356 1.48361
Si -2.02410 3.56475 -1.30888
C -1.09534 4.58137 -2.64286
O -2.08782 5.52869 -3.25220
O -2.84093 4.75608 -4.00693
O -2.99078 2.24095 -1.84156
Si -2.29896 1.01907 -2.79364
Br -3.61360 0.88753 -4.72452
C -0.51413 1.10791 -3.41826
C 0.68107 1.14438 -2.29588
C 2.08997 0.63313 -3.03859
C 3.09369 1.88632 -3.42545
O 3.41157 2.78140 -2.30224
C 4.79989 2.62743 -1.83760
C 4.97727 2.04655 -0.27927
O 5.85662 2.96857 -2.58800
P -2.69675 -0.93751 -1.77603
C -1.44471 -1.26552 -0.37854
O -2.30785 -2.13924 -3.01591
C -3.30452 4.83911 -0.52173
Br -4.77775 3.82180 0.45732
C -2.59848 5.96333 0.43310
C -1.61200 7.02367 -0.34749
H 1.73524 4.66201 2.00626
H 0.70363 5.97130 1.12780
H -0.11120 4.78945 2.35858
H 1.31666 2.88557 0.54535
H 0.90292 4.24574 -0.68943
H -0.70967 1.84526 0.01014
H -0.23016 5.27949 -2.23522
H -0.64758 3.98266 -3.53714
H -3.75903 5.15955 -4.10835
H -0.32128 0.09749 -4.03022
H -0.35762 1.95537 -4.24545
H 0.52873 0.43562 -1.37886
H 0.86771 2.26924 -2.03085
H 1.86434 0.04676 -4.04370
H 2.60505 -0.12391 -2.30818
H 2.49114 2.55032 -4.21365
H 4.08426 1.52331 -3.93923
H 5.83367 2.60772 0.29158
H 5.15076 0.89367 -0.39283
H 3.96937 2.30118 0.27101
H -0.59063 -2.03213 -0.64758
H -2.05674 -1.77821 0.50786
H -0.94191 -0.31871 0.08909
H -1.31101 -2.17478 -3.16888
H -3.89018 5.44166 -1.36897
H -2.02160 5.54960 1.36285
H -3.48889 6.62375 0.87777
H -2.11312 7.45389 -1.34004
H -0.52827 6.62684 -0.54777
H -1.48877 7.96060 0.37753
C 1.54075 3.72982 6.58555
C 0.38717 4.11678 5.72461
O 0.91469 5.13496 4.90491
C 2.24111 4.84536 4.78916
O 2.97667 5.33114 3.94604
O 2.64581 3.93737 5.72897
F -0.61318 4.64273 6.46646
H 1.64219 4.36788 7.46985
H 1.48643 2.68706 6.90974
H 0.00088 3.30431 5.09996
C 6.36571 0.68183 -6.18849
C 6.48261 -0.56201 -5.37553
O 6.12251 -1.58168 -6.27967
C 6.48043 -1.10999 -7.50689
O 6.58194 -1.80484 -8.50426
O 6.71968 0.23673 -7.48253
F 5.59101 -0.55952 -4.35931
H 5.34598 1.08074 -6.20824
H 7.04342 1.46819 -5.84537
H 7.48924 -0.75205 -4.98811
C -4.12177 -3.60458 3.77352
C -2.84930 -3.71858 3.00572
O -2.02000 -2.74329 3.59560
C -2.44474 -2.65080 4.88700
O -1.80641 -2.12076 5.78112
O -3.67107 -3.23179 5.06031
F -3.03778 -3.38903 1.70821
H -4.78477 -2.82600 3.38155
H -4.67206 -4.54867 3.80913
H -2.36957 -4.70069 3.07525
C -0.88806 -7.62315 0.11824
C -0.98086 -8.55051 1.28146
O -1.72918 -7.81989 2.22649
C -2.53118 -7.00236 1.48818
O -3.50789 -6.42057 1.93025
O -2.11202 -6.91964 0.18859
F 0.24243 -8.79382 1.80303
H -0.05705 -6.91527 0.20603
H -0.79615 -8.15589 -0.83210
H -1.48771 -9.49631 1.06215
C 3.34560 -3.64468 -2.19845
C 2.62936 -4.02086 -0.94658
O 1.62823 -3.03534 -0.83086
C 1.34826 -2.66235 -2.11116
O 0.35396 -2.03694 -2.43992
O 2.31442 -3.08153 -2.98425
F 3.44793 -3.92425 0.12499
H 4.12543 -2.89417 -2.03116
H 3.79179 -4.50881 -2.69804
H 2.16736 -5.01348 -0.97476
C -2.62879 -9.45604 -4.48286
C -1.35632 -9.57004 -5.25066
O -0.52702 -8.59475 -4.66078
C -0.95176 -8.50227 -3.36938
O -0.31343 -7.97223 -2.47526
O -2.17809 -9.08325 -3.19607
F -1.54480 -9.24049 -6.54817
H -3.29179 -8.67746 -4.87483
H -3.17908 -10.40013 -4.44726
H -0.87659 -10.55215 -5.18113
C -4.22326 4.71995 9.92962
C -3.93921 3.61362 8.97200
O -2.59596 3.83226 8.60492
C -2.02725 4.43753 9.68515
O -0.82407 4.53634 9.85966
O -2.97019 4.91414 10.55417
F -4.70684 3.72521 7.86476
H -4.52678 5.64573 9.42944
H -4.98869 4.44977 10.66209
H -4.04543 2.61112 9.40004
```

Molecular formula: C35H51N6O7P2S3SbSi3Ti
Method: DFT, ωB97M-V with the def2-TZVPD basis set

Values from the calculation:
multiplicity: 3
net charge: -2
maximum force: 2.35 eV/Å
calculated total energy: -164776.929 eV

```
109
C35H51N6O7P2S3SbSi3Ti | the OMol25 dataset | ωB97M-V with the def2-TZVPD basis set
Ti 0.87985 0.38111 -1.06786
O 4.18464 2.62128 -0.33183
P 4.03279 1.37149 -1.33971
O 5.15047 1.33578 -2.29567
O 2.57883 1.36400 -1.82050
O 4.10673 0.10645 -0.31367
P 3.00643 -1.12305 -0.27129
O 2.55020 -1.19201 -1.82938
O 3.68809 -2.30863 0.25742
O 1.78750 -0.49721 0.43505
H 5.11582 2.90909 -0.38440
H 2.55362 -0.18565 -1.94092
C -0.38334 0.13786 2.73123
Sb -0.87997 -1.50847 1.38988
C -1.00910 -0.63097 -0.67013
C -1.92412 0.52016 -0.78340
C -2.47003 1.29558 0.26586
C -3.35892 2.31369 -0.00411
C -3.73377 2.58465 -1.31547
C -3.20930 1.75106 -2.29295
N -2.36872 0.75411 -2.04616
Si -2.00472 -1.93036 -1.69143
C -3.84156 -1.61989 -1.27792
C -1.75807 -2.01694 -3.55018
C -2.05009 -3.77461 -1.18122
C 0.58949 -2.95132 2.67109
C 1.12235 -3.88531 1.60721
C 1.76547 -5.09573 1.92981
C 2.30554 -5.88016 0.93659
C 2.20251 -5.46732 -0.38034
C 1.49787 -4.31135 -0.63443
N 0.93795 -3.56366 0.32341
Si -0.70310 -3.92221 3.62787
C -0.02573 -5.13455 4.91550
C -1.94608 -2.83153 4.53110
C -1.73722 -4.99687 2.48259
Si 1.91554 -2.26086 3.83740
C 1.01263 -1.79167 5.44789
C 3.14384 -3.59887 4.35862
C 3.02343 -0.74465 3.66985
H -0.60752 1.10568 2.29611
H 0.68644 0.08593 2.92266
H -0.93553 0.00671 3.66404
H -2.23050 1.05687 1.29155
H -3.77585 2.89429 0.81334
H -4.43382 3.37360 -1.56163
H -3.49297 1.87881 -3.34017
H -4.20606 -0.63348 -1.58227
H -3.95805 -1.70231 -0.18798
H -4.48336 -2.38055 -1.74666
H -2.29866 -1.20842 -4.05102
H -2.10502 -2.98724 -3.93474
H -0.70074 -1.90019 -3.81276
H -1.86300 -3.91879 -0.11774
H -1.35413 -4.40753 -1.73225
H -3.06273 -4.13841 -1.39789
H 1.86215 -5.38608 2.96808
H 2.82508 -6.79846 1.18687
H 2.66124 -6.02145 -1.18806
H 1.38117 -3.94774 -1.64364
H 0.66074 -4.65521 5.62414
H 0.51002 -5.96457 4.43461
H -0.86383 -5.56005 5.48467
H -1.48381 -2.23072 5.32300
H -2.72671 -3.45804 4.98406
H -2.42325 -2.15220 3.81542
H -1.10922 -5.63207 1.84325
H -2.34819 -4.36359 1.83276
H -2.40354 -5.64540 3.06618
H 0.56749 -2.65706 5.95938
H 0.21720 -1.05613 5.26911
H 1.74087 -1.33743 6.13411
H 2.66436 -4.52401 4.70118
H 3.75684 -3.21146 5.18063
H 3.80558 -3.83523 3.51546
H 2.47569 0.20166 3.73956
H 3.60290 -0.73249 2.75646
H 3.73700 -0.78695 4.50036
N 0.08845 5.81779 1.82347
C 0.28936 4.62116 1.10179
C -0.40507 4.34994 -0.07418
C -0.26876 3.13258 -0.69502
N 0.50535 2.11394 -0.21388
C 1.26776 2.44069 0.87667
C 1.17241 3.63574 1.54606
H -0.17316 6.59404 1.23609
H 0.87245 6.05650 2.40713
H -1.05841 5.09922 -0.51524
H -0.78040 2.93118 -1.62687
H 1.97038 1.69215 1.20416
H 1.80823 3.81151 2.40953
S 2.79179 5.66658 -5.44112
C 1.75296 4.45490 -4.94098
S 2.36076 2.94233 -4.38001
C 0.73101 2.32581 -4.08082
N -0.16006 3.22180 -4.36097
N 0.39499 4.41309 -4.84134
C -0.58806 5.37785 -5.24132
C -1.93690 5.01882 -5.12000
C -2.93809 5.87993 -5.54018
C -2.63463 7.12196 -6.08008
C -1.30501 7.49335 -6.16428
C -0.28509 6.64224 -5.74725
S 0.36120 0.72019 -3.59554
H -2.18029 4.05595 -4.69874
H -3.97244 5.56963 -5.44507
H -3.41898 7.78519 -6.42318
H -1.03842 8.46615 -6.56439
H 0.74073 6.95502 -5.82005
```

Molecular formula: C35H52FN13O9P2S
Method: DFT, ωB97M-V with the def2-TZVPD basis set

Values from the calculation:
net charge: 0
maximum force: 4.45 eV/Å
calculated total energy: -107061.857 eV

```
113
C35H52FN13O9P2S | the OMol25 dataset | ωB97M-V with the def2-TZVPD basis set
C 3.31609 5.73811 -0.26381
C 3.58448 4.87685 -1.06105
C 4.07246 3.75290 -1.90033
C 3.16222 2.48278 -1.90693
S 4.15060 1.32811 -2.96526
O 4.21359 1.98280 -4.23878
O 3.53748 0.04683 -3.09540
F 5.66095 1.28210 -2.41434
C 1.77511 2.76700 -2.57753
O 1.41124 2.58459 -3.69811
N 0.97499 3.26797 -1.49753
C 1.06914 2.31066 -0.37654
C 0.15732 1.06919 -0.40292
C -1.35810 1.29658 -0.18578
O -1.93952 2.34613 -0.98153
C -2.21769 3.49544 -0.25888
C -1.61511 4.85854 -0.66002
O -2.93361 3.48433 0.70581
P 1.11538 3.21073 1.28501
O -0.13065 3.03304 2.08763
C 2.63420 1.92702 -0.53392
P 3.18561 0.30124 0.12264
O 2.53627 -0.87098 -0.46623
O 2.77957 0.35346 1.70683
O 4.80001 0.08356 0.07674
H 3.17748 6.37146 0.59828
H 4.09241 4.11928 -2.94531
H 5.12448 3.52020 -1.65650
H 0.06762 3.30746 -1.97053
H 0.47487 0.38185 0.40509
H 0.38714 0.53282 -1.34488
H -1.83538 0.35292 -0.51198
H -1.62436 1.38466 0.88024
H -1.23754 4.87063 -1.69758
H -2.39133 5.63276 -0.58771
H -0.81702 5.14393 0.04859
H 1.26953 4.60635 1.06166
H 2.18477 2.72774 2.08630
H 3.14445 2.62970 0.17412
H 3.59661 0.37860 2.23877
H 5.25591 0.94215 0.06548
C 2.16217 -2.47430 4.23347
C 3.37930 -1.67393 4.05756
N 4.34441 -1.05650 3.93408
H 1.36443 -2.08334 3.60357
H 2.35786 -3.50434 3.95586
H 1.84449 -2.43796 5.27537
C 3.95528 3.32081 4.82760
C 4.05164 4.12930 3.60723
N 4.12924 4.76260 2.64890
H 3.26392 3.79092 5.53610
H 3.58106 2.32569 4.58398
H 4.93945 3.22883 5.28629
C -1.58258 -1.87301 -3.28645
C -2.48749 -1.52436 -2.18430
N -3.18531 -1.24196 -1.31614
H -1.92434 -1.40377 -4.20884
H -0.57536 -1.52413 -3.06108
H -1.56162 -2.94975 -3.42046
C 2.61939 -6.11966 1.47988
C 1.80033 -5.70371 2.62828
N 1.16510 -5.37500 3.52727
H 2.23653 -5.66195 0.57592
H 3.64871 -5.80750 1.63062
H 2.58817 -7.20185 1.37109
C -6.11463 -0.03753 -3.15333
C -5.98841 0.74606 -4.39639
N -5.89343 1.35249 -5.36926
H -6.83109 0.42423 -2.49924
H -6.41765 -1.02922 -3.38648
H -5.14452 -0.07565 -2.65045
C -0.48248 -6.11288 -3.59436
C -0.72626 -5.22374 -2.45090
N -0.91196 -4.52825 -1.55598
H -0.63201 -5.56819 -4.52560
H 0.53990 -6.48552 -3.56021
H -1.17050 -6.95580 -3.56022
C -2.37575 2.34569 -4.89596
C -1.97258 3.58074 -4.21848
N -1.65534 4.54853 -3.68790
H -2.91697 2.58351 -5.80998
H -1.49235 1.75875 -5.14586
H -3.02215 1.75988 -4.24401
C -0.28544 4.94099 6.08300
C 0.93690 4.25607 6.51826
N 1.89382 3.71915 6.85951
H -0.72158 5.48398 6.91980
H -0.05089 5.64276 5.28449
H -1.00506 4.21142 5.71490
C 3.89629 1.03092 8.02927
C 2.89382 -0.01909 7.81342
N 2.10981 -0.84022 7.64445
H 4.88648 0.58485 8.10909
H 3.88407 1.72885 7.19497
H 3.67283 1.57172 8.94697
C -10.01207 -2.88794 -2.28906
C -8.84144 -2.00538 -2.36424
N -7.92028 -1.31604 -2.42582
H -10.79146 -2.52529 -2.95814
H -9.73435 -3.89572 -2.57976
H -10.39641 -2.90720 -1.27116
C -7.93926 -6.65016 -3.21321
C -8.85086 -6.28037 -2.12275
N -9.56207 -5.98980 -1.26925
H -8.26441 -6.18329 -4.14176
H -6.93005 -6.31490 -2.97990
H -7.93555 -7.73123 -3.34045
C 5.55377 -4.06094 -0.61617
C 4.58141 -5.14393 -0.80835
N 3.82070 -5.99085 -0.95956
H 6.55864 -4.47476 -0.54867
H 5.50667 -3.37031 -1.45646
H 5.32763 -3.51904 0.30158
```

Molecular formula: C35H52Ge2IrO3Se2
Method: DFT, ωB97M-V with the def2-TZVPD basis set

Values from the calculation:
multiplicity: 2
net charge: 0
maximum force: 4.19 eV/Å
calculated total energy: -289840.312 eV

```
95
C35H52Ge2IrO3Se2 | the OMol25 dataset | ωB97M-V with the def2-TZVPD basis set
Ir 0.34048 -0.48368 -0.47017
C 0.84263 -2.62865 2.10392
C 2.05089 -1.69337 1.97340
C 2.59417 -1.36292 3.36287
C 3.11632 -2.36825 1.10715
O 1.69615 -0.48061 1.31763
Ge 0.74006 1.16250 2.00111
O -0.85513 0.26416 1.53057
C -2.14626 0.32147 2.10937
C -3.17700 0.50882 0.99801
C -2.42186 -0.99421 2.84006
C -2.25192 1.48934 3.09381
O 0.80823 1.69833 0.13938
C 1.80620 2.53284 -0.44260
C 1.27387 3.96653 -0.45439
C 2.06737 2.06509 -1.87685
C 3.11925 2.45512 0.34222
H 1.15974 -3.63931 2.36563
H 0.31657 -2.64829 1.14488
H 0.15044 -2.26401 2.86345
H 2.90841 -2.26575 3.88550
H 1.81851 -0.86688 3.95097
H 3.44601 -0.68539 3.27773
H 3.37643 -3.35542 1.49023
H 4.01653 -1.75263 1.06269
H 2.71861 -2.47230 0.09411
H -3.05826 -0.28555 0.25964
H -3.00507 1.46454 0.50602
H -4.19211 0.48321 1.39794
H -2.30416 -1.83183 2.15090
H -3.43602 -1.00316 3.24247
H -1.71873 -1.12058 3.66589
H -1.98176 2.42125 2.59091
H -1.57654 1.34016 3.93920
H -3.27059 1.57699 3.47200
H 0.34899 4.00118 -1.03255
H 1.99908 4.64633 -0.90283
H 1.06016 4.29805 0.56457
H 1.14760 2.11429 -2.45911
H 2.40735 1.02685 -1.86184
H 2.82483 2.68460 -2.35944
H 2.99388 2.85054 1.35361
H 3.89214 3.03100 -0.16676
H 3.43386 1.41183 0.41218
C -2.62913 3.45181 -1.19463
Se -1.69588 1.91246 -1.97281
C -3.16838 1.60263 -3.38039
C -2.76596 0.68211 -4.43147
Se -1.03000 -0.99429 -3.30024
C -2.62316 -1.80323 -2.49658
H -3.64911 3.16979 -0.93872
H -2.63814 4.27760 -1.90298
H -2.09453 3.75241 -0.29588
H -3.30154 2.63104 -3.71364
H -4.02327 1.26785 -2.79801
H -2.16033 1.06372 -5.24338
H -3.41152 -0.15061 -4.67946
H -3.28338 -2.15229 -3.28694
H -3.11580 -1.05663 -1.87682
H -2.28169 -2.63462 -1.88696
C 0.19143 -1.70966 -1.98520
Ge 1.16753 -3.22423 -2.77750
C 2.14059 -4.55971 -1.68395
C 1.83566 -4.91525 -0.37384
C 2.44380 -6.01314 0.22093
C 3.36587 -6.76830 -0.48701
C 3.68208 -6.42295 -1.79422
C 3.06810 -5.33078 -2.38626
C -0.19438 -4.38568 -3.64933
C -0.72800 -5.42190 -2.88416
C -1.76535 -6.20805 -3.36483
C -2.28201 -5.97769 -4.63161
C -1.75901 -4.95399 -5.40794
C -0.73105 -4.16110 -4.91662
C 2.60316 -2.48334 -3.92526
C 3.81248 -2.18021 -3.29969
C 4.86844 -1.64286 -4.01796
C 4.73272 -1.40324 -5.37931
C 3.53557 -1.69935 -6.01208
C 2.47732 -2.23193 -5.28771
H 1.12099 -4.32214 0.18654
H 2.18916 -6.29115 1.23667
H 3.83991 -7.62280 -0.02090
H 4.40168 -7.00526 -2.35602
H 3.30657 -5.06880 -3.41069
H -0.32772 -5.61115 -1.89448
H -2.17430 -6.99908 -2.74839
H -3.08933 -6.59232 -5.00913
H -2.15552 -4.76193 -6.39772
H -0.34569 -3.35427 -5.52602
H 3.93177 -2.39356 -2.24266
H 5.79974 -1.41287 -3.51538
H 5.56283 -0.99760 -5.94332
H 3.42184 -1.51825 -7.07384
H 1.55062 -2.47310 -5.79436
```

Q: Which of these has the highest calculated total energy?
A: C35H52FN13O9P2S